[1]
{"formula": "H5NO3Si", "method": "the ωB97M-V functional and the def2-TZVPD basis", "species": ["N", "O", "O", "O", "Si", "H", "H", "H", "H", "H"], "xyz": [[0.708, -1.105, 0.500], [2.719, 0.519, 0.136], [-2.682, 0.992, 0.438], [0.104, 1.408, -0.722], [1.107, 0.440, -0.168], [-0.331, -1.362, 0.516], [1.430, -1.601, 1.099], [3.139, 0.376, -0.703], [-1.787, 1.376, 0.199], [-2.813, 0.267, -0.187]], "mulliken_charge": [-0.429, -0.457, -0.646, -0.645, 0.685, 0.252, 0.271, 0.315, 0.358, 0.295], "de_lowest_kj_mol": 265.6, "energy_ha": -573.05461, "gap_ha": 0.3844, "charge": 0, "smiles": "N[Si](=O)O.O"}


[2]
{"formula": "C5H12FP", "method": "the ωB97M-V functional and the def2-TZVPD basis", "species": ["C", "C", "C", "C", "C", "F", "P", "H", "H", "H", "H", "H", "H", "H", "H", "H", "H", "H", "H"], "xyz": [[0.060, 0.881, -1.402], [1.350, 0.728, -2.121], [-1.647, 0.938, 0.996], [-0.706, -1.376, -0.117], [1.115, -0.156, 1.689], [0.636, 2.226, 0.094], [-0.045, 0.269, 0.302], [2.276, 0.854, -1.559], [1.422, 1.519, -2.868], [1.246, -0.339, -2.319], [-2.105, 0.116, 1.632], [-1.405, 1.913, 1.464], [-2.304, 1.128, 0.092], [-1.480, -1.006, -0.796], [-0.104, -2.150, -0.554], [-1.249, -1.844, 0.769], [1.881, -0.798, 1.097], [1.737, 0.647, 2.172], [0.631, -0.740, 2.602]], "mulliken_charge": [-0.238, -0.927, -1.183, -1.290, -0.983, -0.617, 1.274, 0.264, 0.283, 0.332, 0.340, 0.350, 0.340, 0.406, 0.399, 0.333, 0.297, 0.316, 0.302], "de_lowest_kj_mol": 344.1, "energy_ha": -638.77265, "gap_ha": 0.3341, "charge": 0}


[3]
{"formula": "C7H9MoN5Se3Te", "method": "the ωB97M-V functional and the def2-TZVPD basis", "species": ["Mo", "Se", "Se", "Te", "Se", "N", "C", "C", "N", "C", "C", "N", "H", "H", "H", "H", "H", "N", "C", "C", "C", "N", "H", "H", "H", "H"], "xyz": [[1.345, 0.711, 0.081], [3.109, -0.515, -1.101], [4.647, -0.760, 0.696], [3.104, 0.235, 2.431], [2.444, 2.451, 1.269], [-2.226, -0.857, 3.951], [-1.646, -1.019, 2.771], [-0.750, -0.064, 2.198], [-0.160, -0.308, 1.035], [-0.453, -1.445, 0.380], [-1.340, -2.359, 0.941], [-1.890, -2.157, 2.109], [-2.109, -0.032, 4.515], [-2.790, -1.615, 4.312], [-0.527, 0.873, 2.705], [0.056, -1.616, -0.569], [-1.598, -3.270, 0.420], [1.113, 1.804, -2.710], [0.480, 1.797, -3.889], [-0.658, 1.027, -3.738], [-0.640, 0.603, -2.415], [0.445, 1.082, -1.789], [1.969, 2.302, -2.475], [0.839, 2.329, -4.748], [-1.394, 0.801, -4.482], [-1.371, 0.002, -1.899]], "mulliken_charge": [1.049, 0.091, 0.005, 0.427, -0.137, -0.389, 0.654, -0.464, -0.108, -0.272, -0.543, -0.473, 0.208, 0.261, 0.461, 0.693, 0.389, -0.224, -0.029, -0.836, -0.383, -0.038, 0.189, 0.476, 0.395, 0.597], "s_squared": 2.04, "de_lowest_kj_mol": 0.0, "energy_ha": -8085.90221, "gap_ha": [0.2294, 0.2393], "spin_multiplicity": 3, "charge": 2}


[4]
{"formula": "C2H4N2S", "method": "the ωB97M-V functional and the def2-TZVPD basis", "species": ["C", "C", "N", "N", "S", "H", "H", "H", "H"], "xyz": [[-0.103, 0.510, 0.214], [-3.208, 0.245, -0.008], [0.288, -0.696, -0.145], [-2.064, 0.628, 0.066], [-4.681, -0.318, 0.017], [-0.219, 1.291, -0.490], [-0.121, -0.957, -1.095], [0.584, -1.323, 0.555], [0.074, 0.740, 1.238]], "mulliken_charge": [-0.177, 0.352, -0.311, -0.568, -0.439, 0.334, 0.289, 0.249, 0.271], "de_lowest_kj_mol": 142.1, "energy_ha": -586.24028, "gap_ha": 0.3018, "charge": 0}


[5]
{"formula": "C5H9NO", "method": "the ωB97M-V functional and the def2-TZVPD basis", "species": ["C", "N", "O", "H", "H", "H", "C", "C", "C", "C", "H", "H", "H", "H", "H", "H"], "xyz": [[-1.886, 0.653, -0.676], [-2.905, 1.598, -0.932], [-1.922, -0.499, -0.980], [-1.017, 1.084, -0.140], [-3.531, 1.704, -0.138], [-2.501, 2.504, -1.164], [1.153, -0.976, 2.182], [0.877, -1.074, 0.882], [1.848, -0.652, -0.135], [1.563, -0.244, -1.368], [2.109, -0.575, 2.499], [0.476, -1.306, 2.956], [-0.071, -1.485, 0.554], [2.854, -0.531, 0.260], [2.361, 0.156, -1.979], [0.592, -0.360, -1.821]], "mulliken_charge": [0.156, -0.533, -0.414, 0.254, 0.268, 0.260, -0.851, 0.083, -0.202, -0.731, 0.241, 0.285, 0.406, 0.232, 0.244, 0.303], "de_lowest_kj_mol": 240.9, "energy_ha": -325.84580, "gap_ha": 0.3588, "charge": 0, "smiles": "C=CC=C.NC=O"}


[6]
{"formula": "C4H7NO", "method": "the ωB97M-V functional and the def2-TZVPD basis", "species": ["C", "C", "C", "C", "H", "H", "H", "H", "H", "H", "H", "N", "O"], "xyz": [[-0.663, -1.181, 0.222], [-0.588, 1.254, 0.207], [0.838, 0.696, 0.358], [0.733, -0.824, 0.319], [-0.895, -1.098, 1.371], [-1.155, -2.153, -0.152], [-2.269, 0.001, -0.371], [-1.039, 1.442, 1.091], [-0.282, 2.333, -0.264], [1.749, 1.203, 0.970], [1.508, -1.698, 0.459], [-1.215, 0.082, -0.503], [1.122, -0.034, -0.778]], "mulliken_charge": [-0.383, -0.491, 0.049, -0.252, 0.185, 0.337, 0.256, 0.365, 0.241, 0.286, 0.350, -0.542, -0.402], "de_lowest_kj_mol": 423.1, "energy_ha": -286.47049, "gap_ha": 0.3641, "charge": 0, "smiles": "C1NC[C@H]2O[C@@H]12"}


[7]
{"formula": "C9H30BN3NdP2", "method": "the ωB97M-V functional and the def2-TZVPD basis", "species": ["Nd", "H", "H", "P", "P", "C", "H", "H", "H", "C", "H", "H", "H", "C", "H", "H", "H", "C", "H", "H", "H", "C", "H", "H", "H", "C", "H", "H", "H", "H", "H", "H", "H", "B", "N", "H", "H", "N", "C", "C", "C", "N", "H", "H", "H", "H"], "xyz": [[-0.233, -0.587, 0.543], [-0.349, 1.578, -4.570], [0.646, 1.343, 0.149], [-2.245, 1.455, 0.352], [2.246, -0.829, -0.922], [1.951, -1.842, -2.429], [2.828, -2.472, -2.643], [1.081, -2.486, -2.251], [1.741, -1.194, -3.291], [3.514, 0.351, -1.481], [4.258, 0.523, -0.690], [4.038, -0.039, -2.365], [3.050, 1.310, -1.749], [3.248, -2.050, 0.027], [2.582, -2.664, 0.650], [3.794, -2.707, -0.666], [3.965, -1.530, 0.677], [-2.284, 2.858, -0.818], [-3.044, 3.591, -0.508], [-1.305, 3.352, -0.866], [-2.530, 2.485, -1.822], [-3.843, 0.621, 0.001], [-3.883, -0.346, 0.526], [-4.673, 1.251, 0.352], [-3.947, 0.434, -1.076], [-2.687, 2.237, 1.952], [-1.950, 3.002, 2.230], [-3.686, 2.692, 1.867], [-2.712, 1.469, 2.740], [0.834, 2.290, 1.603], [2.185, 1.608, 0.928], [2.476, 3.270, -0.814], [0.561, 4.023, -0.169], [1.461, 3.267, -0.215], [1.296, 2.083, 0.712], [-0.029, 1.859, -3.985], [-0.122, -2.404, -0.109], [0.602, 0.011, 3.973], [0.761, -0.950, 4.895], [0.635, -2.174, 4.249], [0.387, -1.886, 2.914], [0.357, -0.524, 2.727], [0.574, 1.017, 4.125], [0.949, -0.725, 5.936], [0.700, -3.157, 4.677], [0.219, -2.579, 2.085]], "mulliken_charge": [0.694, 0.275, -0.270, 0.586, 0.819, -1.315, 0.423, 0.348, 0.374, -1.120, 0.381, 0.384, 0.225, -1.179, 0.294, 0.408, 0.348, -0.976, 0.378, 0.151, 0.369, -1.150, 0.381, 0.364, 0.386, -1.244, 0.333, 0.435, 0.364, 0.345, 0.448, 0.023, -0.016, 0.224, -0.290, -0.279, -0.155, -0.093, -0.185, -0.826, -0.296, -0.036, 0.182, 0.478, 0.414, 0.594], "s_squared": 6.01, "de_lowest_kj_mol": 0.0, "energy_ha": -1793.42848, "gap_ha": [0.2056, 0.3009], "spin_multiplicity": 5, "charge": 2}


[8]
{"formula": "Cl3Cu2O12", "method": "the ωB97M-V functional and the def2-TZVPD basis", "species": ["Cu", "Cu", "Cl", "O", "O", "O", "O", "Cl", "O", "O", "O", "O", "Cl", "O", "O", "O", "O"], "xyz": [[-1.286, 2.655, -2.437], [-0.495, -1.960, -0.297], [-3.256, 2.899, 0.407], [-2.564, 2.510, 1.522], [-3.216, 1.881, -0.532], [-4.533, 3.120, 0.757], [-2.291, 3.786, -0.251], [2.638, -4.064, 0.296], [2.828, -4.978, -0.701], [3.901, -3.314, 0.605], [1.802, -3.050, -0.220], [2.033, -4.526, 1.478], [0.828, 0.920, -0.143], [0.190, 1.821, 0.928], [2.074, 1.682, -0.483], [1.271, -0.302, 0.389], [0.078, 0.922, -1.317]], "mulliken_charge": [0.823, 0.836, 1.769, -0.600, -0.751, -0.576, -0.720, 1.671, -0.445, -0.251, -0.421, -0.505, 1.616, -0.560, -0.695, -0.615, -0.576], "s_squared": 0.76, "energy_ha": -5563.25210, "gap_ha": [0.1983, 0.0822], "spin_multiplicity": 2, "charge": 0}